[1]
{
  "formula": "C4H11N4",
  "method": "ωB97M-V/def2-TZVPD",
  "total_energy_ev": -10275.032,
  "total_charge": 1,
  "spin_multiplicity": 1,
  "relative_energy_kcal_mol": 142.0,
  "symbols": ["C", "C", "C", "C", "N", "N", "N", "N", "H", "H", "H", "H", "H", "H", "H", "H", "H", "H", "H"],
  "xyz": [[2.524445, -0.440333, -0.254470], [2.055977, 0.953019, -0.228997], [1.183641, -0.149872, 0.420526], [-0.086451, -0.462319, -0.248946], [-2.175305, 1.156921, -0.385890], [-1.039283, 1.185059, 0.034144], [-1.030326, -1.198140, 0.351945], [-2.351108, -1.095562, -0.147449], [2.691681, -0.990221, -1.142852], [3.302099, -0.579366, 0.489453], [2.523567, 1.675546, 0.309945], [1.543252, 1.319344, -1.121887], [1.095019, 0.119158, 1.473828], [-0.155506, -0.369760, -1.303588], [-2.980768, 1.273944, 0.212772], [-1.134458, -0.904892, 1.298040], [-2.950059, -1.707175, 0.445999], [-2.320948, -1.258155, -1.130933], [-0.695463, 1.472803, 0.928360]],
  "forces_ev_per_a": [[0.75, 0.81, 2.08], [-2.63, -2.02, -3.20], [0.25, 0.95, -0.01], [0.26, 1.63, 0.13], [-0.89, -0.62, -1.72], [1.91, 0.08, -1.32], [-1.06, 0.36, -0.06], [0.33, -0.85, 1.56], [-0.51, -0.53, -0.71], [0.03, -0.42, -0.17], [1.11, 1.72, 1.86], [0.55, 0.10, 0.03], [0.23, -1.23, 0.13], [0.21, -0.42, -0.98], [-0.25, 0.89, 1.11], [0.56, -0.53, 1.41], [0.52, 0.28, -1.27], [-0.65, -0.52, -0.65], [-0.70, 0.35, 1.77]],
  "mulliken_charge": [-0.5755, -0.5493, -0.0926, -0.3498, -0.4877, 0.1905, 0.0292, -0.4794, 0.2870, 0.2563, 0.3379, 0.2224, 0.3972, 0.3937, 0.2434, 0.3919, 0.2830, 0.2505, 0.2511]
}


[2]
{
  "formula": "C4H11N4",
  "method": "ωB97M-V/def2-TZVPD",
  "total_energy_ev": -10278.467,
  "total_charge": 1,
  "spin_multiplicity": 1,
  "relative_energy_kcal_mol": 62.8,
  "symbols": ["C", "C", "C", "C", "N", "N", "N", "N", "H", "H", "H", "H", "H", "H", "H", "H", "H", "H", "H"],
  "xyz": [[1.397709, 1.897036, 0.022447], [0.787051, -0.308781, -0.190326], [0.210034, 1.184083, -0.143381], [3.191058, -1.040327, -0.122297], [2.504877, 1.191660, 0.096188], [2.207040, -0.038249, 0.013499], [-1.049890, 1.555573, -0.153288], [-3.192215, -0.143583, 0.255212], [1.361328, 3.004578, 0.291009], [0.412421, -0.752257, 0.763632], [0.805190, -0.841641, -1.171898], [3.169471, -1.725357, 0.695099], [2.966624, -1.649480, -0.994245], [4.097842, -0.647793, -0.031090], [-1.816708, 0.905970, -0.151118], [-1.356568, 2.529504, -0.251740], [-2.988925, -0.935454, -0.345964], [-3.957787, 0.367340, 0.287760], [-2.978018, -0.336229, 1.189183]],
  "forces_ev_per_a": [[-1.55, 4.18, 0.90], [-0.29, 1.76, 0.53], [1.36, -2.15, -0.34], [-2.89, -2.60, -0.06], [-0.05, 0.03, 0.05], [-0.62, 0.07, -0.02], [1.27, 1.27, -0.48], [5.16, -2.13, -0.60], [0.55, -1.68, -0.75], [0.02, -0.58, -1.15], [-1.14, 0.13, 0.97], [-0.50, -0.63, 0.88], [0.56, 0.20, -0.39], [3.86, 1.89, -0.51], [-0.97, -1.09, 0.02], [0.75, -0.43, 0.33], [-1.20, 0.34, 0.08], [-4.84, 2.21, -1.00], [0.55, -0.77, 1.53]],
  "mulliken_charge": [-0.4860, -0.4627, 0.5574, -0.8339, -0.5823, 0.5549, -0.2484, -0.8386, 0.3378, 0.3561, 0.3617, 0.3384, 0.2864, 0.3931, 0.3188, 0.2582, 0.2474, 0.1914, 0.2503]
}


[3]
{
  "formula": "C4H11N4",
  "method": "ωB97M-V/def2-TZVPD",
  "total_energy_ev": -10276.263,
  "total_charge": 1,
  "spin_multiplicity": 1,
  "relative_energy_kcal_mol": 113.6,
  "symbols": ["C", "C", "C", "C", "N", "N", "N", "N", "H", "H", "H", "H", "H", "H", "H", "H", "H", "H", "H"],
  "xyz": [[-0.183201, -0.420168, -1.625625], [-0.194464, 0.398500, 0.193063], [-0.215745, 1.029574, 1.579864], [-2.470251, -0.700833, -0.216816], [-1.140523, -0.204796, -0.481093], [0.736244, 0.406211, -0.820779], [2.647472, 0.248999, 0.528074], [2.193203, 0.300414, -0.753036], [-0.101618, -1.569777, -1.571515], [-0.672841, 0.030619, -2.571551], [-1.164359, 0.672774, 1.954225], [-0.202589, 2.212074, 1.554224], [0.660588, 0.625694, 2.207392], [-2.388206, -1.427106, 0.602641], [-3.186129, 0.143150, 0.173984], [-2.898196, -1.376154, -1.011128], [2.566007, -0.613355, 1.077298], [3.537650, 0.714104, 0.661198], [2.476960, -0.469924, -1.480421]],
  "forces_ev_per_a": [[-2.52, -1.19, -0.06], [1.27, 1.72, 0.66], [1.08, 0.43, -0.47], [-1.71, 0.13, 1.43], [0.21, -0.13, -0.85], [0.09, -0.75, 0.50], [0.03, -0.35, 1.03], [-0.15, -1.13, -2.48], [0.85, 1.83, -0.86], [1.50, -0.83, 1.27], [-0.21, 0.22, 0.69], [0.10, -2.56, -0.15], [-1.45, 0.83, -1.01], [-0.01, 0.30, 0.15], [1.24, -1.62, -1.25], [0.57, 1.48, 0.23], [0.17, 0.09, -0.71], [-0.33, 0.04, -0.24], [-0.73, 1.50, 2.11]],
  "mulliken_charge": [-0.3781, 0.3620, -0.8114, -0.8429, -0.0250, 0.0588, -0.3867, -0.3246, 0.3728, 0.3137, 0.3431, 0.2779, 0.3001, 0.3827, 0.2973, 0.3380, 0.2267, 0.2507, 0.2450]
}


[4]
{
  "formula": "C4H11N4S",
  "method": "ωB97M-V/def2-TZVPD",
  "total_energy_ev": -21111.118,
  "total_charge": 1,
  "smiles": "CS[C@H]1N(C)NN=[N+]1C",
  "spin_multiplicity": 1,
  "relative_energy_kcal_mol": 92.3,
  "symbols": ["C", "C", "C", "C", "N", "N", "N", "N", "S", "H", "H", "H", "H", "H", "H", "H", "H", "H", "H", "H"],
  "xyz": [[0.051353, 0.222606, -0.867414], [0.342001, -2.348187, -0.443894], [-1.200670, 2.473421, -0.452551], [1.801486, 0.209390, 1.211706], [-1.653035, 0.374206, 0.690344], [-1.297224, -0.812155, 0.690092], [-0.269037, -1.003421, -0.174843], [-0.938223, 1.089831, -0.086805], [1.806607, 0.743697, -0.592501], [-0.290497, 0.105246, -2.071687], [-0.156679, -3.242911, 0.099635], [0.377770, -2.630207, -1.569255], [1.434009, -2.323962, -0.245464], [-1.941080, 2.523006, -1.370153], [-0.322643, 3.060358, -0.706487], [-1.698616, 3.030377, 0.370829], [2.079535, 1.092689, 1.746732], [2.525867, -0.630433, 1.100936], [0.915364, -0.233488, 1.544476], [-1.566287, -1.700061, 1.126297]],
  "forces_ev_per_a": [[-1.15, -0.28, -1.76], [0.20, -0.79, -1.24], [-2.69, 0.98, -0.92], [2.32, -0.29, -2.44], [-2.56, 1.41, 2.15], [1.85, -1.45, -1.68], [1.34, -1.98, -1.39], [1.79, -0.99, -1.76], [-1.64, -0.50, 0.38], [1.30, 0.80, 2.94], [0.66, 1.90, -0.67], [-0.80, 0.77, 1.65], [-0.74, 0.09, 0.56], [1.49, -0.28, 1.70], [0.41, -0.67, 0.03], [0.28, -0.74, -0.37], [0.46, -0.03, 0.68], [-0.08, 0.97, 1.10], [-1.41, -0.14, 0.37], [-1.04, 1.24, 0.67]],
  "mulliken_charge": [-0.5531, -0.6572, -0.7853, -0.7436, -0.5661, 0.3290, 0.0486, 0.5922, -0.0171, 0.3491, 0.2989, 0.2832, 0.2627, 0.3158, 0.3027, 0.3199, 0.3603, 0.2892, 0.2624, 0.3084]
}


[5]
{
  "formula": "C4H11N4S",
  "method": "ωB97M-V/def2-TZVPD",
  "total_energy_ev": -21112.112,
  "total_charge": 1,
  "spin_multiplicity": 1,
  "relative_energy_kcal_mol": 69.3,
  "symbols": ["C", "C", "C", "C", "N", "N", "N", "N", "S", "H", "H", "H", "H", "H", "H", "H", "H", "H", "H", "H"],
  "xyz": [[0.418276, 0.046789, -0.678122], [-0.770831, 1.421894, 1.404767], [1.204668, 1.540639, -2.430597], [-1.332406, -2.241301, 0.162296], [1.194539, 0.382556, -1.534300], [0.599412, -0.995016, 0.165834], [0.277182, 1.226898, 2.128082], [-0.478335, -1.315309, 1.010879], [-1.052099, 1.230893, -0.209877], [-1.478497, 1.954497, 2.114429], [2.309102, 1.738003, -2.594116], [0.414943, 2.209309, -2.170117], [1.024910, 1.284296, -3.428926], [-2.305815, -2.429541, 0.595912], [-1.386896, -1.831871, -0.756461], [-1.005595, -3.219557, 0.178470], [1.118540, -1.747119, -0.419932], [0.515174, 1.702312, 2.954828], [1.089395, 0.837672, 1.633952], [-0.355667, -1.796045, 1.872999]],
  "forces_ev_per_a": [[-1.30, 2.06, 1.24], [-1.38, 2.21, 2.87], [2.05, -1.67, 0.78], [-0.81, 0.68, 4.20], [1.39, 0.51, -2.94], [1.65, -2.23, 0.85], [2.48, -1.55, -2.44], [-2.26, -1.30, -3.14], [-0.20, -0.91, -0.40], [-0.16, -0.47, -1.79], [-1.37, 1.15, 1.05], [0.27, 1.41, 0.45], [-0.91, -1.20, -1.51], [-0.59, 0.86, 0.16], [-0.45, 1.10, -3.10], [1.69, -2.07, -0.52], [-1.15, 1.06, 1.73], [-0.43, 0.52, 1.38], [-0.18, -0.09, 0.48], [1.64, -0.08, 0.64]],
  "mulliken_charge": [0.2693, 0.1137, -0.8386, -1.0305, -0.3345, -0.2695, -0.1969, -0.2054, -0.0689, 0.3711, 0.3159, 0.3209, 0.3505, 0.3383, 0.3900, 0.3836, 0.3597, 0.2750, 0.2323, 0.2240]
}


[6]
{
  "formula": "C4H11NO",
  "method": "ωB97M-V/def2-TZVPD",
  "total_energy_ev": -7860.629,
  "total_charge": -1,
  "spin_multiplicity": 2,
  "relative_energy_kcal_mol": 43.5,
  "symbols": ["C", "N", "C", "C", "C", "H", "H", "H", "H", "H", "H", "H", "H", "H", "H", "H", "O"],
  "xyz": [[0.880194, -0.539350, 2.223734], [-1.035535, 0.620330, 0.544493], [0.277578, 0.742848, 0.005571], [1.258748, 0.065884, 0.793267], [0.322442, 1.346674, -1.422286], [1.711905, -1.136164, 2.740101], [0.521095, 0.235238, 2.863363], [-0.133817, -1.093701, 2.293767], [-1.035964, 0.388450, 1.591834], [-1.575306, 1.478757, 0.475008], [2.353382, 0.410888, 0.486116], [-0.376116, 2.154996, -1.566023], [0.288702, 0.613968, -2.295677], [1.394884, 1.913015, -1.535890], [-1.543343, -2.188346, -1.579322], [-1.878650, -2.272893, -3.186990], [-1.430200, -2.740594, -2.431067]],
  "forces_ev_per_a": [[-0.12, -0.86, -1.18], [-0.07, 0.17, 1.48], [0.54, -2.40, 2.18], [-0.07, 2.57, -1.69], [3.74, 0.42, 0.24], [-1.24, 0.88, -0.93], [0.58, 1.32, 0.88], [1.93, -0.21, -0.94], [0.01, 0.46, -2.21], [-0.09, -0.09, -0.47], [-2.22, -1.51, 0.91], [-0.54, -0.05, 0.08], [-0.26, 0.62, 1.38], [-2.22, -1.36, 0.23], [0.08, -0.78, -2.10], [0.56, -0.27, 1.46], [-0.61, 1.10, 0.67]],
  "mulliken_charge": [-2.1687, -1.7951, -0.2483, 0.4960, -1.7340, 0.4083, 0.6878, 0.5082, 0.6896, 0.7491, 0.3262, 0.6294, 0.3612, 0.2576, 0.3815, 0.5164, -1.0653]
}


[7]
{
  "formula": "C4H11NO",
  "method": "ωB97M-V/def2-TZVPD",
  "total_energy_ev": -7862.167,
  "total_charge": -1,
  "spin_multiplicity": 2,
  "relative_energy_kcal_mol": 8.0,
  "symbols": ["N", "C", "C", "C", "C", "H", "H", "H", "H", "H", "H", "H", "H", "H", "H", "H", "O"],
  "xyz": [[0.699874, -0.634569, 1.091201], [2.113909, -0.982809, 0.814385], [2.374947, -0.659182, -0.660668], [0.971552, -0.690457, -1.270581], [0.061752, -0.213284, -0.160624], [0.250152, -1.453391, 1.444290], [2.270127, -2.015212, 1.134673], [2.800414, -0.345847, 1.391492], [3.070627, -1.334358, -1.156990], [2.738492, 0.357054, -0.740440], [0.693813, -1.729166, -1.466462], [0.888348, -0.189230, -2.233418], [-0.908492, -0.715406, -0.260314], [-0.299240, 0.811007, -0.114096], [-6.253472, 2.833976, 0.183917], [-5.279861, 3.647765, 0.976871], [-6.192943, 3.313111, 1.026767]],
  "forces_ev_per_a": [[0.75, 0.32, -0.19], [0.03, 0.69, 0.46], [-0.72, -0.22, -0.17], [0.22, -0.30, -0.37], [-1.43, -0.50, 0.32], [-0.37, -0.31, 0.16], [0.29, -0.09, -0.37], [-0.20, -0.24, 0.25], [0.08, -0.04, 0.03], [0.31, 0.24, 0.03], [0.06, -0.12, 0.01], [0.00, 0.32, 0.06], [0.04, -0.22, 0.10], [0.86, 0.53, -0.30], [-0.06, -0.10, 0.07], [0.02, -0.05, 0.15], [0.11, 0.10, -0.23]],
  "mulliken_charge": [-0.1099, -0.7225, -0.7179, -0.7573, -1.8063, 0.3813, 0.2415, 0.2365, 0.5022, 0.2912, 0.2567, 0.6017, 0.3821, 0.7749, 0.7293, 0.7200, -2.0035]
}


[8]
{
  "formula": "C4H11NO",
  "method": "ωB97M-V/def2-TZVPD",
  "total_energy_ev": -7863.187,
  "smiles": "C=C(C)NC.O",
  "spin_multiplicity": 1,
  "relative_energy_kcal_mol": 31.5,
  "symbols": ["C", "C", "C", "C", "N", "H", "H", "H", "H", "H", "H", "H", "H", "H", "H", "H", "O"],
  "xyz": [[0.219745, -1.278384, -0.716164], [-0.667956, -0.380318, 0.123403], [-1.986537, -0.324980, -0.077145], [1.186701, 0.282252, 1.600524], [0.011986, 0.665229, 0.798116], [0.387048, -2.226406, -0.199396], [1.164773, -0.785989, -0.867730], [-0.197375, -1.473038, -1.698124], [-2.457419, -1.096214, -0.671717], [-2.640457, 0.363872, 0.441974], [1.748310, -0.507222, 1.116624], [0.900902, -0.058631, 2.583513], [1.867459, 1.128426, 1.683491], [-0.587047, 1.167244, 1.372000], [-0.250852, 1.739142, -2.242807], [0.625061, 1.286200, -1.153001], [0.675652, 1.498816, -2.093568]],
  "forces_ev_per_a": [[-0.26, -0.29, 0.79], [-0.15, 0.96, -1.23], [-0.09, -0.64, 0.50], [0.08, 0.32, -0.48], [1.70, -1.76, -0.74], [0.13, -0.03, -0.12], [0.42, -0.01, -0.14], [-0.23, -0.01, 0.06], [-0.02, 0.16, -0.14], [0.08, 0.08, 0.04], [-0.03, -0.13, -0.08], [-0.04, -0.16, 0.46], [-0.08, 0.08, 0.13], [-1.47, 1.22, 0.95], [0.28, 0.00, -0.34], [0.28, 0.05, 0.33], [-0.58, 0.18, 0.01]],
  "mulliken_charge": [-1.3364, 0.8760, -1.1977, -0.9742, -0.2563, 0.3551, 0.4166, 0.3544, 0.2892, 0.2759, 0.3544, 0.3523, 0.2821, 0.2170, 0.3069, 0.3688, -0.6840]
}


Repeat the fifth record exactly.
{
  "formula": "C4H11N4S",
  "method": "ωB97M-V/def2-TZVPD",
  "total_energy_ev": -21112.112,
  "total_charge": 1,
  "spin_multiplicity": 1,
  "relative_energy_kcal_mol": 69.3,
  "symbols": ["C", "C", "C", "C", "N", "N", "N", "N", "S", "H", "H", "H", "H", "H", "H", "H", "H", "H", "H", "H"],
  "xyz": [[0.418276, 0.046789, -0.678122], [-0.770831, 1.421894, 1.404767], [1.204668, 1.540639, -2.430597], [-1.332406, -2.241301, 0.162296], [1.194539, 0.382556, -1.534300], [0.599412, -0.995016, 0.165834], [0.277182, 1.226898, 2.128082], [-0.478335, -1.315309, 1.010879], [-1.052099, 1.230893, -0.209877], [-1.478497, 1.954497, 2.114429], [2.309102, 1.738003, -2.594116], [0.414943, 2.209309, -2.170117], [1.024910, 1.284296, -3.428926], [-2.305815, -2.429541, 0.595912], [-1.386896, -1.831871, -0.756461], [-1.005595, -3.219557, 0.178470], [1.118540, -1.747119, -0.419932], [0.515174, 1.702312, 2.954828], [1.089395, 0.837672, 1.633952], [-0.355667, -1.796045, 1.872999]],
  "forces_ev_per_a": [[-1.30, 2.06, 1.24], [-1.38, 2.21, 2.87], [2.05, -1.67, 0.78], [-0.81, 0.68, 4.20], [1.39, 0.51, -2.94], [1.65, -2.23, 0.85], [2.48, -1.55, -2.44], [-2.26, -1.30, -3.14], [-0.20, -0.91, -0.40], [-0.16, -0.47, -1.79], [-1.37, 1.15, 1.05], [0.27, 1.41, 0.45], [-0.91, -1.20, -1.51], [-0.59, 0.86, 0.16], [-0.45, 1.10, -3.10], [1.69, -2.07, -0.52], [-1.15, 1.06, 1.73], [-0.43, 0.52, 1.38], [-0.18, -0.09, 0.48], [1.64, -0.08, 0.64]],
  "mulliken_charge": [0.2693, 0.1137, -0.8386, -1.0305, -0.3345, -0.2695, -0.1969, -0.2054, -0.0689, 0.3711, 0.3159, 0.3209, 0.3505, 0.3383, 0.3900, 0.3836, 0.3597, 0.2750, 0.2323, 0.2240]
}


Question: What is the formula in the second record?
Answer: C4H11N4